C3H5NO3 | the ωB97M-V functional and the def2-TZVPD basis

## Properties
ΔE to the lowest compared entry with this formula, charge and spin	113.0	kcal/mol
total energy	-397.65667	Eh
F_max	3.85	eV/A
spin multiplicity	1
HOMO level (alpha / beta)	-7.9 / -7.9	eV
HOMO-LUMO gap (alpha / beta)	8.262 / 8.270	eV
total charge	0

Geometry as XYZ:
```
12
Properties=species:S:1:pos:R:3:forces:R:3:lowdin_charge:R:1
C -1.76153 -0.22762 0.37476 -0.6 -0.2 -0.4 -0.22
C -0.56674 -0.09287 -0.14742 3.4 0.5 1.7 -0.16
C 1.58070 -0.00228 1.17544 -3.2 -0.2 0.1 -0.32
N 2.33218 -0.08338 0.11491 0.7 0.0 -0.8 0.15
O 1.61779 0.05245 2.35629 0.3 -0.1 -1.2 0.11
O -2.97954 -0.17887 -0.28589 0.1 0.1 0.0 -0.02
O -0.15227 0.23452 -1.41991 -0.6 -0.3 -0.1 -0.06
H -1.89435 -0.44070 1.42015 0.1 0.0 0.2 0.10
H 1.87151 -0.07548 -0.79091 0.0 0.0 0.3 0.09
H 3.34780 -0.13134 0.14221 -0.3 0.1 0.3 0.13
H -2.82648 -0.11288 -1.23519 0.0 -0.1 0.0 0.09
H -0.56908 1.05845 -1.70443 0.0 0.1 0.0 0.10
```
Forces are in eV/Å.



C17H20N2O3 | the ωB97M-V functional and the def2-TZVPD basis

## Properties
ΔE to the lowest compared entry with this formula, charge and spin	65.8	kcal/mol
total energy	-995.00020	Eh
F_max	1.32	eV/A
spin multiplicity	1
SMILES	COc1ccc(CN2CCN(C(=O)c3ccco3)CC2)cc1
HOMO level	-8.1	eV
HOMO-LUMO gap	8.926	eV
total charge	0

Geometry as XYZ:
```
42
Properties=species:S:1:pos:R:3:forces:R:3:lowdin_charge:R:1
C 0.16442 4.69771 -5.22019 0.0 0.0 -0.2 -0.09
O -0.02031 4.92553 -3.84483 0.0 0.0 0.3 -0.09
C 0.31757 3.93684 -2.96977 0.0 0.0 0.2 -0.28
C 0.10886 4.22161 -1.62048 0.0 0.1 -0.3 0.00
C 0.41637 3.28774 -0.65349 0.1 -0.1 -0.1 -0.04
C 0.94522 2.05106 -1.00141 0.1 0.0 0.0 -0.24
C 1.29340 1.02235 0.04128 0.0 -0.1 0.0 -0.16
N 0.70615 -0.26430 -0.29895 0.2 0.0 -0.1 -0.17
C 1.21574 -1.38273 0.46229 0.0 -0.1 0.3 -0.16
C 0.65894 -1.45619 1.89845 0.5 -0.2 -0.2 -0.12
N -0.78395 -1.47768 1.84990 0.0 0.2 0.0 -0.04
C -1.61261 -2.50303 2.16052 0.0 0.4 0.0 -0.39
O -2.80065 -2.47810 1.86498 0.0 -0.3 0.0 0.06
C -1.10427 -3.67126 2.90548 -0.9 -1.0 0.0 -0.17
C -1.77747 -4.85646 3.06873 0.3 0.8 -0.2 0.01
C -0.97329 -5.66437 3.89929 0.5 0.2 0.2 -0.05
C 0.12494 -4.91612 4.19429 -0.3 -0.7 0.1 -0.11
O 0.05951 -3.71507 3.60065 0.2 0.4 0.0 0.02
C -1.32992 -0.33933 1.13399 -0.3 0.1 -0.3 -0.11
C -0.74489 -0.27517 -0.28393 -0.2 0.0 0.2 -0.14
C 1.15002 1.77286 -2.34462 0.0 0.1 0.2 -0.03
C 0.84060 2.69798 -3.32559 0.0 0.2 -0.3 -0.01
H -0.16957 5.60729 -5.71689 0.0 -0.1 0.0 0.09
H 1.21779 4.52094 -5.46118 0.0 0.0 0.0 0.09
H -0.43589 3.85276 -5.57285 0.0 0.0 0.0 0.09
H -0.29999 5.18412 -1.35681 -0.1 0.1 0.0 0.12
H 0.24429 3.52655 0.38655 0.0 0.0 0.1 0.11
H 2.38034 0.88487 0.05676 -0.1 0.0 0.1 0.13
H 0.99028 1.39428 1.03325 0.1 0.0 0.0 0.11
H 2.30607 -1.33038 0.49373 0.0 0.0 0.0 0.12
H 0.92747 -2.29698 -0.06804 0.1 0.0 0.1 0.13
H 1.04689 -2.33997 2.39542 0.0 0.2 0.0 0.11
H 0.97658 -0.57228 2.46473 0.0 -0.1 0.0 0.13
H -2.72705 -5.09642 2.63818 -0.2 0.0 -0.1 0.12
H -1.18406 -6.65892 4.23419 0.0 -0.2 0.1 0.10
H 0.99153 -5.11613 4.79364 0.1 0.1 0.1 0.12
H -2.41310 -0.45638 1.09421 0.1 0.1 0.0 0.12
H -1.08476 0.57281 1.68862 0.0 0.0 0.0 0.13
H -1.10894 0.61570 -0.79773 -0.1 -0.1 0.0 0.12
H -1.07394 -1.15829 -0.84019 -0.1 0.0 0.0 0.13
H 1.54910 0.80947 -2.62269 0.0 -0.1 0.0 0.12
H 1.01259 2.44308 -4.35948 0.0 0.0 -0.1 0.10
```
Forces are in eV/Å.



C9H13CdO5P | the ωB97M-V functional and the def2-TZVPD basis

## Properties
total energy	-1235.43607	Eh
F_max	4.39	eV/A
spin multiplicity	1
HOMO level	-17.7	eV
HOMO-LUMO gap	10.052	eV
total charge	+2

Geometry as XYZ:
```
29
Properties=species:S:1:pos:R:3:forces:R:3:lowdin_charge:R:1
Cd -0.03456 -0.05030 -0.14849 0.4 -0.7 0.8 1.16
C -0.10427 1.28865 1.77840 0.0 2.2 3.8 -0.04
O -0.09038 1.86059 2.76858 -0.1 -1.7 -3.2 0.17
C -0.05594 2.26542 -1.13724 0.2 3.5 -1.0 -0.03
O 0.00959 3.35418 -1.46691 -0.2 -3.0 0.8 0.16
C -2.58799 0.01554 -0.05277 -3.5 0.2 0.6 0.01
O -3.71623 0.06595 0.10970 3.3 -0.2 -0.5 0.15
C 2.52975 0.19867 -0.15071 2.9 -0.1 0.7 -0.01
O 3.63912 0.11118 0.08907 -2.7 0.2 -0.6 0.14
C -0.01524 -1.77756 -1.75423 0.1 0.3 -2.2 -0.10
H 0.90160 -2.36052 -1.60267 -0.2 0.6 0.3 0.09
H -0.93075 -2.37260 -1.63592 0.2 0.6 0.2 0.09
C -0.01074 -0.56755 -2.43310 0.0 -1.9 -0.7 -0.15
H -0.92585 -0.15550 -2.88051 0.2 -0.1 0.5 0.09
H 0.91589 -0.13660 -2.83691 -0.2 -0.2 0.5 0.08
C 1.49166 -3.78040 2.80462 0.0 -0.1 0.3 -0.15
P 0.94682 -2.10202 2.62377 0.1 0.0 0.4 0.55
C -0.57027 -1.85099 3.55858 0.0 -0.2 0.0 -0.16
C 2.18737 -1.02243 3.36377 0.0 -0.1 0.0 -0.16
O 0.73885 -1.82022 1.14359 -0.5 1.2 -0.9 -0.52
H 0.74667 -4.46269 2.38803 0.1 0.1 0.1 0.08
H 1.61654 -3.97302 3.87219 0.1 -0.2 -0.1 0.08
H 2.44180 -3.92816 2.28659 -0.1 0.1 0.1 0.08
H -0.41253 -2.15416 4.60304 -0.1 0.1 -0.2 0.08
H -0.87417 -0.79489 3.53731 0.1 -0.3 0.1 0.04
H -1.36262 -2.47318 3.11646 0.2 0.2 0.2 0.07
H 1.86428 0.02816 3.33898 0.1 -0.3 0.1 0.04
H 2.33655 -1.32468 4.41032 0.0 0.2 -0.3 0.08
H 3.13467 -1.12988 2.81706 -0.2 0.0 0.2 0.07
```
Forces are in eV/Å.



C12H28AuN4S2SbSe4 | the ωB97M-V functional and the def2-TZVPD basis

## Properties
total energy	-11471.32551	Eh
F_max	0.68	eV/A
spin multiplicity	1
HOMO level	-1.2	eV
HOMO-LUMO gap	5.197	eV
total charge	-2

Geometry as XYZ:
```
52
Properties=species:S:1:pos:R:3:forces:R:3:lowdin_charge:R:1
Au -0.69470 -1.14137 -0.99339 0.1 0.6 0.0 0.15
C 2.63915 -1.77896 -3.23752 -0.1 0.1 0.0 -0.10
N 1.66539 -1.17323 -4.13526 0.1 0.0 0.2 -0.08
C 0.38450 -1.60169 -4.24991 0.0 -0.3 0.0 -0.94
S -0.69110 -0.77040 -5.26663 0.0 0.0 0.1 0.45
N 0.07566 -2.69960 -3.55287 0.0 -0.1 -0.6 -0.06
C -1.14948 -3.45601 -3.75352 0.0 0.0 0.0 -0.16
H 3.57262 -1.22464 -3.32318 0.0 0.0 0.0 0.08
H 2.82516 -2.81666 -3.52357 0.1 0.0 0.0 0.09
H 2.32317 -1.76579 -2.19067 0.0 0.0 0.1 0.01
H 1.77971 -0.20838 -4.37781 0.1 0.1 -0.1 0.08
H 0.80976 -3.18167 -3.04337 -0.2 0.0 0.2 0.06
H -2.00416 -2.79007 -3.69869 -0.1 0.1 0.0 0.05
H -1.21216 -4.20500 -2.96617 0.1 0.1 0.0 -0.01
H -1.14917 -3.94591 -4.73275 0.0 0.0 0.0 0.08
C -0.58073 -1.11582 3.37931 0.1 0.0 0.1 -0.12
C 0.01695 0.03659 4.18447 -0.1 -0.1 -0.1 -0.27
C 0.53842 1.16121 3.29377 0.1 -0.1 0.1 -0.21
C 1.66826 0.70293 2.34730 -0.2 0.1 -0.1 -0.19
N 1.24558 0.43575 0.98311 -0.1 0.2 0.0 -0.04
C 0.82453 1.33137 0.11540 0.1 0.1 0.4 -0.78
S 0.43870 0.88093 -1.50462 -0.1 0.2 -0.2 0.56
N 0.72783 2.61540 0.54272 0.0 0.2 -0.3 0.01
C 0.20401 3.74999 -0.20920 0.0 -0.2 0.3 -0.22
C -1.08804 4.32289 0.37425 0.0 -0.2 0.0 -0.21
C -2.35423 3.49695 0.11389 0.0 -0.1 0.2 -0.26
C -2.47237 2.19700 0.91501 0.1 0.1 -0.1 -0.11
H -1.01026 -1.87471 4.03439 0.0 0.0 0.0 0.07
H 0.17844 -1.63004 2.78012 -0.1 0.1 0.0 0.01
H -1.36335 -0.76972 2.69969 0.0 0.0 0.0 0.06
H 0.83812 -0.33142 4.81221 -0.1 0.0 0.0 0.10
H -0.73918 0.45124 4.86048 0.0 0.0 0.0 0.09
H 0.90761 1.98498 3.91860 0.0 0.0 0.0 0.10
H -0.29749 1.54172 2.70103 0.0 0.0 0.0 0.08
H 2.09049 -0.23908 2.69823 0.1 0.0 0.0 0.09
H 2.47708 1.44405 2.33508 0.0 0.0 0.0 0.11
H 1.33402 -0.55903 0.65371 0.1 0.0 0.2 -0.12
H 0.95764 2.79083 1.50763 0.0 0.0 0.0 0.11
H 0.03748 3.41504 -1.22696 0.0 -0.1 -0.2 0.07
H 0.96923 4.53109 -0.22769 0.0 0.0 0.0 0.11
H -1.22305 5.31736 -0.06533 0.0 0.0 0.0 0.10
H -0.96431 4.46772 1.45800 0.0 0.0 -0.1 0.11
H -2.41771 3.26767 -0.95444 0.0 0.0 0.0 0.11
H -3.21295 4.12981 0.36297 0.0 0.0 -0.1 0.09
H -1.77245 1.43268 0.57311 0.0 0.0 0.0 0.03
H -3.47060 1.77046 0.79923 0.0 0.0 0.0 0.07
H -2.30224 2.38102 1.98223 0.0 0.0 -0.1 0.07
Se 0.55608 -5.70882 -1.29717 0.0 0.0 0.0 -0.29
Sb 0.14879 -4.21588 0.59915 0.2 0.3 0.1 -0.35
Se -1.98066 -2.84964 0.02568 0.0 -0.6 0.3 -0.18
Se 2.06916 -2.56661 0.67969 -0.1 -0.5 -0.1 -0.13
Se -0.15314 -5.23654 2.80028 -0.1 0.1 -0.2 -0.37
```
Forces are in eV/Å.



C6H6O2 | the ωB97M-V functional and the def2-TZVPD basis

## Properties
ΔE to the lowest compared entry with this formula, charge and spin	70.8	kcal/mol
total energy	-382.57290	Eh
F_max	7.27	eV/A
spin multiplicity	1
HOMO level	-9.6	eV
HOMO-LUMO gap	10.159	eV
total charge	0

Geometry as XYZ:
```
14
Properties=species:S:1:pos:R:3:forces:R:3:lowdin_charge:R:1
C 0.17115 0.79073 -0.68977 2.3 3.0 0.2 -0.43
C 0.97925 0.15306 0.53665 2.0 0.5 -1.8 -0.11
C 0.51475 -1.20166 0.39116 0.3 -4.4 0.2 -0.08
C -0.74080 -1.24749 -0.06972 1.6 3.5 0.7 0.02
C -1.00951 0.24985 -0.13806 -4.3 0.6 2.9 -0.12
C -0.19830 0.70348 1.20316 -3.3 3.1 5.7 -0.26
H 0.47345 -0.35359 -2.09314 0.0 -1.0 -0.4 0.10
H 0.14937 1.85086 -0.43430 0.4 0.5 -0.9 0.17
H 2.05923 0.28912 0.67479 -0.6 0.4 0.4 0.16
H 1.05542 -2.07978 0.77045 -0.1 0.5 -0.3 0.13
H -1.42836 -1.98220 -0.10926 -1.9 -2.5 -0.2 0.07
H -1.97189 0.86565 -0.29537 1.2 -1.8 -0.1 0.18
O 0.41460 0.58631 -1.97816 1.2 0.4 -2.1 0.08
O -0.46836 1.37565 2.23158 1.2 -2.8 -4.2 0.09
```
Forces are in eV/Å.



C31H34N2 | the ωB97M-V functional and the def2-TZVPD basis

## Properties
ΔE to the lowest compared entry with this formula, charge and spin	13.5	kcal/mol
total energy	-1311.05735	Eh
F_max	4.80	eV/A
spin multiplicity	1
SMILES	Cc1cc(C)c([C@H](C)C[C@H](c2c(C)cc(C)cc2C)C(C#N)(C#N)c2ccccc2)c(C)c1
HOMO level	-8.4	eV
HOMO-LUMO gap	8.665	eV
total charge	0

Geometry as XYZ:
```
67
Properties=species:S:1:pos:R:3:forces:R:3:lowdin_charge:R:1
C -4.66601 2.99702 0.47715 -0.1 0.3 0.1 -0.06
C -3.82517 1.95088 -0.18126 0.5 -0.4 -0.1 -0.27
C -3.19417 0.97486 0.59532 -0.2 -0.1 -0.6 0.00
C -2.45736 -0.05504 0.00695 -0.3 0.7 -0.5 -0.19
C -1.96762 -1.15770 0.88227 0.6 0.0 0.2 -0.03
C -2.18761 -0.00951 -1.37920 -0.7 -0.4 0.1 -0.13
C -1.28415 -1.06210 -2.01343 -0.5 0.5 -0.1 -0.28
C -2.13230 -2.30874 -2.38891 0.1 -0.1 0.1 -0.05
C 0.01872 -1.45400 -1.21462 -0.5 -1.2 0.2 -0.11
C 0.71996 -0.40198 -0.27157 -1.8 1.5 -2.4 -0.12
C 2.07876 0.01549 -0.87100 0.4 -0.4 -0.7 -0.14
C 2.37800 1.35074 -1.27673 0.1 0.0 0.8 -0.21
C 1.33016 2.34639 -1.71732 -0.2 0.3 0.3 -0.04
C 3.70384 1.78755 -1.16915 0.0 -0.7 -0.1 0.00
C 4.73459 0.87741 -0.88526 -0.6 -0.3 0.0 -0.27
C 6.08498 1.35263 -0.46000 0.4 0.0 0.0 -0.06
C 4.44574 -0.49110 -0.98031 0.0 0.6 -0.1 -0.02
C 3.12155 -0.93530 -1.06194 0.0 0.3 0.7 -0.23
C 2.88858 -2.42332 -1.17932 0.1 -0.3 0.5 -0.06
C 0.88535 -0.36585 1.45611 2.8 0.7 -0.3 -0.21
C 2.20380 -0.99995 1.57092 3.3 -1.6 2.1 -0.20
N 3.18802 -1.55088 1.90421 -2.6 1.4 -1.1 0.23
C 1.08231 1.09711 1.49494 -0.5 4.7 0.6 -0.17
N 1.00865 2.28293 1.54244 0.4 -4.5 -0.1 0.22
C 0.25787 -0.70272 2.86675 -1.4 -0.8 1.2 -0.16
C -0.45605 0.22921 3.66407 -0.3 0.0 -0.3 -0.03
C -1.13040 -0.14355 4.84543 0.4 -0.4 -0.1 -0.07
C -1.04838 -1.45552 5.33113 -0.1 0.1 -0.3 -0.09
C -0.26090 -2.37087 4.62528 0.0 0.5 -0.1 -0.07
C 0.41011 -1.98225 3.45438 -0.3 -0.1 -0.3 -0.03
C -2.90652 0.90574 -2.18722 0.6 -0.1 0.6 -0.21
C -2.87368 0.85708 -3.69263 0.1 0.2 -0.1 -0.04
C -3.67861 1.88757 -1.57031 -0.2 0.0 0.4 -0.01
H -5.05118 3.69571 -0.26848 0.0 0.0 0.1 0.07
H -5.51383 2.54479 1.00409 0.1 0.1 -0.1 0.08
H -4.08873 3.56097 1.21710 -0.1 0.0 -0.1 0.08
H -3.28942 0.99011 1.67864 -0.2 0.0 -0.1 0.12
H -2.16313 -2.16461 0.51099 -0.2 0.1 0.0 0.09
H -0.88470 -1.06598 0.96231 -0.9 -0.5 0.0 0.03
H -2.35368 -1.05399 1.89471 -0.2 -0.1 -0.1 0.09
H -0.96558 -0.64424 -2.98666 0.1 0.0 0.5 0.12
H -3.02772 -2.03319 -2.96965 0.4 0.1 0.3 0.08
H -1.56534 -3.01660 -3.00769 0.0 0.1 0.2 0.08
H -2.47594 -2.83869 -1.49041 0.1 0.1 -0.2 0.07
H -0.19828 -2.38552 -0.65704 0.1 0.3 -0.2 0.11
H 0.68042 -1.76374 -2.04356 0.1 0.3 0.8 0.11
H 0.04765 0.49309 -0.36404 0.6 -0.7 -0.1 0.12
H 1.81847 3.22143 -2.17317 -0.1 -0.3 0.2 0.08
H 0.62825 1.94458 -2.46460 0.2 -0.1 0.3 0.08
H 0.75543 2.71069 -0.85633 0.0 0.0 -0.2 0.06
H 3.92267 2.85646 -1.23628 -0.1 -0.3 -0.1 0.12
H 6.64650 0.52412 -0.01377 0.0 0.2 -0.1 0.08
H 6.65369 1.74869 -1.30992 0.0 0.0 0.2 0.08
H 6.00572 2.14839 0.29241 0.0 -0.2 -0.2 0.09
H 5.25188 -1.22618 -0.85489 -0.4 0.3 -0.2 0.12
H 3.76352 -2.96521 -0.79748 -0.2 0.1 -0.1 0.08
H 2.01713 -2.75224 -0.60444 0.3 -0.1 -0.1 0.06
H 2.74091 -2.74981 -2.22056 0.0 0.3 0.2 0.09
H -0.52920 1.27985 3.38244 0.0 -0.3 -0.2 0.10
H -1.74285 0.58163 5.39820 0.5 -0.2 -0.4 0.11
H -1.60258 -1.76228 6.23662 0.4 0.2 -0.6 0.11
H -0.18786 -3.39972 4.98935 0.2 0.4 -0.2 0.11
H 1.06147 -2.72090 2.99640 -0.2 0.1 -0.2 0.11
H -3.56886 1.60219 -4.08629 0.1 -0.1 0.0 0.08
H -1.88131 1.09155 -4.09178 -0.1 -0.1 0.0 0.08
H -3.18254 -0.11489 -4.08952 0.1 0.1 0.1 0.08
H -4.19305 2.62131 -2.19391 0.1 -0.2 0.1 0.11
```
Forces are in eV/Å.